(1)
The following is a DFT calculation (ωB97M-V/def2-TZVPD) of C3H5NOS3 in the gas phase in a non-equilibrium geometry.

```
13
Properties=species:S:1:pos:R:3
C 2.75794 1.68573 0.00213
O 1.48641 1.10429 0.01922
C 1.38430 -0.22948 0.02410
S 2.60151 -1.28332 0.00056
S -0.31502 -0.71342 -0.00372
C -1.12599 0.87272 -0.04201
N -2.35309 1.02389 -0.01085
S -3.39282 -0.35408 -0.02213
H 2.55665 2.77848 0.04520
H 3.31627 1.37153 0.89578
H 3.27087 1.44071 -0.93158
H -0.50804 1.77245 -0.09480
H -4.45158 0.27465 0.50694
```

The calculation puts the HOMO energy at -8.98 eV. The calculation puts the LUMO energy at 0.09 eV. Its SMILES is COC(=S)S/C=N\S. For the relative energy (zero: lowest compared OMol25 entry of this formula, charge and spin), the calculation gives 141.38 kJ/mol.

(2)
The following is a DFT calculation (ωB97M-V/def2-TZVPD) of C3H6N2O2 in the gas phase in a non-equilibrium geometry.

```
13
Properties=species:S:1:pos:R:3
C -0.38905 -1.38422 0.13408
C -0.06126 0.01822 0.31133
N -0.17201 1.12530 -0.47695
N -0.60871 0.79300 -1.84563
C 0.82521 0.26797 1.53430
O 0.99836 -0.69482 2.18601
O 0.87293 1.59884 1.74111
H -0.28429 -1.68263 1.20693
H -1.50653 -1.59443 -0.01785
H 0.01070 -2.03625 -0.59393
H -0.09627 1.57954 -2.47469
H -0.42809 0.03820 -2.44755
H 0.83901 1.97127 0.74284
```

The calculation puts the HOMO energy at -9.43 eV. The calculation puts the LUMO energy at -0.03 eV. Its SMILES is C/C(=N\N)C(=O)O. For the relative energy (zero: lowest compared OMol25 entry of this formula, charge and spin), the calculation gives 431.02 kJ/mol.

(3)
The following is a DFT calculation (ωB97M-V/def2-TZVPD) of a molecular structure, H2N2O4P in a non-equilibrium geometry.

```
9
Properties=species:S:1:pos:R:3
N -1.04140 0.56483 -0.16643
N 1.37859 -0.77374 0.04762
O 1.35771 1.75934 0.51075
O 1.83716 -1.01536 1.13050
O 1.07132 -1.66288 -0.82133
O -2.33949 -0.26918 0.05720
P 1.13408 0.90359 -0.64594
H -1.99230 -0.49549 0.90686
H -1.40567 0.98890 -1.01923
```

The calculation puts the HOMO energy (alpha / beta) at -3.47 / -3.47 eV. The calculation puts the LUMO energy (alpha / beta) at 3.86 / 3.86 eV. The charge is -1. For the relative energy (zero: lowest compared OMol25 entry of this formula, charge and spin), the calculation gives 604.93 kJ/mol.

(4)
The following is a DFT calculation (ωB97M-V/def2-TZVPD) of 2 unconnected molecules or ions with the total composition C14H16O in a non-equilibrium geometry.

```
31
Properties=species:S:1:pos:R:3
C -1.84392 -2.18015 -3.56795
C 0.36545 -1.74696 -2.45517
C -0.89000 -2.29758 -2.39995
C 1.33065 -2.00620 -1.45634
C -1.23100 -3.25459 -1.41760
C 1.01996 -2.91615 -0.47901
C -0.26639 -3.49489 -0.47026
H 0.64013 -1.11901 -3.29415
H 2.22342 -1.39621 -1.47314
H -2.80453 -2.66444 -3.40390
H -1.41307 -2.66049 -4.45413
H -2.17706 -3.76377 -1.32633
H 1.74580 -3.25354 0.24821
H -0.45748 -4.10364 0.40982
H -2.08235 -1.17586 -3.93355
C -0.03312 4.82645 1.77313
C 0.52812 1.18646 0.70440
C 0.22655 2.56956 0.62473
C 0.81606 0.63913 1.92754
C 0.15460 3.31332 1.83233
C 0.80037 1.33549 3.16546
C 0.34454 2.70930 3.05937
O 1.03519 -0.73918 2.06181
H 0.55152 0.54563 -0.17473
H 0.08359 3.15672 -0.27521
H 0.93144 -1.12985 1.19296
H 0.63583 0.77230 4.07122
H 0.92073 5.35022 1.84448
H -0.48993 5.14551 2.72606
H 0.12232 3.32295 3.92920
H -0.78745 5.02946 1.01068
```

The calculation puts the HOMO energy (alpha / beta) at 0.78 / -3.11 eV. The calculation puts the LUMO energy (alpha / beta) at 2.92 / 2.90 eV. As for the spin multiplicity: 2. The charge is -1. For the relative energy (zero: lowest compared OMol25 entry of this formula, charge and spin), the calculation gives 68.99 kJ/mol.

(5)
The following is a DFT calculation (ωB97M-V/def2-TZVPD) of 2 unconnected molecules or ions with the total composition C4H14N3S.

```
22
Properties=species:S:1:pos:R:3
C -1.66580 -0.61411 -1.20046
C -2.02275 0.63284 -0.40380
S -1.10792 2.06108 -1.08145
N -2.06038 -1.79991 -0.44611
H -2.12785 -0.53987 -2.18992
H -0.59098 -0.64519 -1.34707
H -3.08907 0.82023 -0.42942
H -1.73360 0.50422 0.64159
H -1.49558 2.95099 -0.15768
H -3.06475 -1.92552 -0.45421
H -1.63764 -2.63189 -0.83027
C 2.68554 -0.88058 1.15538
C 1.42583 -0.48281 1.00516
N 1.13245 0.95973 0.95610
N 3.08726 -2.17123 1.30903
H 3.48607 -0.15335 1.23195
H 0.54149 -1.10390 0.95512
H 0.41197 1.23551 1.63496
H 1.95901 1.49685 1.21361
H 0.78265 1.28517 0.03978
H 2.45063 -2.88868 0.98634
H 4.05374 -2.36897 1.10178
```

The calculation puts the HOMO energy at -12.74 eV. The calculation puts the LUMO energy at -3.05 eV. The charge is +1. For the relative energy (zero: lowest compared OMol25 entry of this formula, charge and spin), the calculation gives 179.89 kJ/mol.

(6)
The following is a DFT calculation (ωB97M-V/def2-TZVPD) of a molecular structure, C33H36N6OPdS.

```
78
Properties=species:S:1:pos:R:3
Pd 0.44294 -0.49278 1.57245
O 0.49140 0.07961 3.58290
N 1.53116 0.87203 3.87590
C 1.35819 1.74096 4.89319
C 2.39048 2.53351 5.31626
C 3.62460 2.42775 4.66864
C 3.77189 1.54623 3.62434
C 2.70077 0.74535 3.20904
S 2.81605 -0.39662 1.91906
H 0.36695 1.73395 5.31930
H 2.23254 3.21467 6.13839
H 4.46011 3.03780 4.98309
H 4.71018 1.44270 3.09874
C -1.61800 -2.72486 -4.68589
C -2.49520 -3.42848 -3.68896
C -3.44404 -4.35868 -4.09391
C -4.25147 -5.01820 -3.17962
C -4.13044 -4.73436 -1.82913
C -3.20467 -3.79630 -1.39832
C -2.38205 -3.15996 -2.32162
N -1.43130 -2.17729 -1.92817
C -0.79663 -2.07741 -0.72538
N -0.57764 -3.23036 -0.07813
C -0.01507 -3.44292 1.19134
C 0.36461 -2.42556 2.05749
C 0.86791 -2.75837 3.31528
C 0.98551 -4.08112 3.69751
C 0.61640 -5.08912 2.81980
C 0.10585 -4.79399 1.57178
C -0.32022 -5.90008 0.64129
N -0.34399 -0.93227 -0.28563
C -0.68277 0.24249 -1.03471
C -1.97457 0.74833 -0.99649
C -2.29140 1.90273 -1.69537
C -1.30952 2.54611 -2.43640
C -0.02099 2.03094 -2.47165
C 0.31834 0.87490 -1.77403
C 1.71642 0.32579 -1.80508
H -1.76263 -3.13803 -5.68168
H -0.56255 -2.82343 -4.42528
H -1.84509 -1.65597 -4.74318
H -3.54294 -4.57397 -5.15059
H -4.97652 -5.74343 -3.52206
H -4.76684 -5.22655 -1.10631
H -3.14381 -3.54506 -0.34728
H -1.38287 -1.34953 -2.50279
H -0.86141 -4.05756 -0.57788
H 1.14873 -1.97683 3.99993
H 1.37737 -4.32646 4.67530
H 0.72122 -6.12672 3.11064
H -0.17148 -6.86710 1.11597
H 0.25831 -5.90102 -0.28689
H -1.38054 -5.83269 0.37915
H -2.72448 0.23852 -0.40338
H -3.29946 2.29350 -1.66275
H -1.54880 3.44306 -2.99279
H 0.74131 2.52536 -3.06333
H 2.36113 0.94910 -2.42290
H 1.73914 -0.68814 -2.20987
H 2.14387 0.27378 -0.80001
N 0.46142 1.69179 1.18216
C 0.73552 2.76740 0.86147
N 1.01837 3.98790 0.50559
C 2.06502 4.26976 -0.48480
C 1.52783 5.23095 -1.53429
C 0.92667 6.47533 -0.88188
C -0.15662 6.08849 0.12339
C 0.40588 5.14361 1.17346
H 2.38854 3.32562 -0.92127
H 2.91918 4.71511 0.03724
H 0.75962 4.72043 -2.12239
H 2.33903 5.50127 -2.21197
H 0.51216 7.13277 -1.64614
H 1.71405 7.03937 -0.37118
H -0.98009 5.58967 -0.39539
H -0.56429 6.97090 0.61835
H -0.35893 4.78376 1.85921
H 1.18266 5.64791 1.75911
```

The calculation puts the HOMO energy (alpha / beta) at -10.46 / -10.56 eV. The calculation puts the LUMO energy (alpha / beta) at -2.50 / -3.88 eV. As for the spin multiplicity: 2. The charge is +1.